--- w ---
{
  "formula": "C4H4O2",
  "method": "ωB97M-V with the def2-TZVPD basis set",
  "smiles": "O=CC#CCO",
  "homo_energy_ev": -10.578,
  "homo_lumo_gap_ha": 0.3883,
  "multiplicity": 1,
  "elements": ["O", "C", "C", "C", "C", "O", "H", "H", "H", "H"],
  "coordinates": [[-1.57, -0.20, 2.94], [-1.60, 0.40, 1.89], [-0.65, 0.13, 0.82], [0.19, -0.13, 0.00], [1.25, -0.44, -0.97], [2.01, 0.69, -1.35], [-2.35, 1.18, 1.69], [1.95, -1.14, -0.51], [0.80, -0.95, -1.84], [1.40, 1.35, -1.69]]
}

---

--- x ---
{
  "formula": "C4H4O2",
  "method": "ωB97M-V with the def2-TZVPD basis set",
  "smiles": "C#CC(=O)CO",
  "homo_energy_ev": -10.800,
  "homo_lumo_gap_ha": 0.3968,
  "multiplicity": 1,
  "elements": ["C", "C", "C", "O", "C", "O", "H", "H", "H", "H"],
  "coordinates": [[-2.20, 0.63, -0.92], [-1.28, 0.64, -0.14], [0.01, 0.52, 0.52], [0.52, 1.36, 1.23], [0.74, -0.76, 0.13], [2.09, -0.73, 0.46], [-3.00, 0.64, -1.62], [0.24, -1.60, 0.63], [0.56, -0.88, -0.95], [2.31, 0.18, 0.68]]
}

---

--- y ---
{
  "formula": "C4H4O2",
  "method": "ωB97M-V with the def2-TZVPD basis set",
  "homo_energy_ev": -9.615,
  "homo_lumo_gap_ha": 0.3579,
  "multiplicity": 1,
  "elements": ["O", "C", "C", "O", "C", "C", "H", "H", "H", "H"],
  "coordinates": [[-2.03, -0.84, -0.32], [-1.53, 0.46, -0.47], [-0.06, 0.71, -0.53], [0.53, -0.48, -0.26], [1.76, -0.37, 0.24], [2.76, -0.17, 0.88], [-1.29, -1.42, -0.11], [-1.75, 1.09, 0.42], [-2.01, 0.97, -1.31], [3.63, 0.05, 1.45]]
}

---

--- z ---
{
  "formula": "C4H4O2",
  "method": "ωB97M-V with the def2-TZVPD basis set",
  "smiles": "O=CC#CCO",
  "homo_energy_ev": -10.401,
  "homo_lumo_gap_ha": 0.3865,
  "multiplicity": 1,
  "elements": ["O", "C", "C", "C", "C", "O", "H", "H", "H", "H"],
  "coordinates": [[3.30, -0.03, -0.91], [2.22, -0.08, -0.40], [0.89, 0.16, -0.96], [-0.26, 0.36, -0.64], [-1.46, 0.40, 0.22], [-1.52, -0.77, 1.00], [2.06, -0.31, 0.68], [-1.29, 1.22, 0.93], [-2.39, 0.59, -0.33], [-1.56, -1.53, 0.41]]
}

---

Relative energies, unit kcal/mol: w 3.8; x 0.0; y 79.3; z 16.6

---

--- w ---
{
  "formula": "C4H4O2",
  "method": "ωB97M-V with the def2-TZVPD basis set",
  "smiles": "C[C@]12O[C@H]1C2=O",
  "homo_energy_ev": -9.014,
  "homo_lumo_gap_ha": 0.3634,
  "multiplicity": 1,
  "elements": ["C", "C", "O", "C", "C", "O", "H", "H", "H", "H"],
  "coordinates": [[-1.31, -0.33, 0.47], [0.10, 0.20, 0.43], [0.27, 1.59, 0.08], [1.12, 0.76, -0.76], [1.51, -0.24, 0.11], [2.20, -1.19, 0.21], [-1.28, -1.31, -0.06], [-1.97, 0.31, -0.04], [-1.68, -0.47, 1.46], [1.05, 0.67, -1.90]]
}

---

--- x ---
{
  "formula": "C4H4O2",
  "method": "ωB97M-V with the def2-TZVPD basis set",
  "smiles": "C=C1C(=O)[C@@H]1O",
  "homo_energy_ev": -9.381,
  "homo_lumo_gap_ha": 0.3554,
  "multiplicity": 1,
  "elements": ["C", "C", "C", "O", "C", "O", "H", "H", "H", "H"],
  "coordinates": [[1.73, 0.92, 0.07], [0.76, 0.04, 0.12], [-0.12, -1.01, 0.35], [-0.23, -2.17, -0.03], [-1.08, 0.05, 0.18], [-2.09, -0.21, -0.66], [1.58, 1.82, -0.51], [2.69, 0.80, 0.58], [-1.22, 0.94, 0.77], [-2.01, -1.16, -0.88]]
}

---

Relative energies, unit kcal/mol: w 8.4; x 0.0

---

--- w ---
{
  "formula": "C4H7N2",
  "method": "ωB97M-V with the def2-TZVPD basis set",
  "total_charge": 1,
  "smiles": "C/N=[N+]1C=C\\1C",
  "homo_energy_ev": -15.336,
  "homo_lumo_gap_ha": 0.3764,
  "multiplicity": 1,
  "elements": ["C", "N", "N", "C", "C", "C", "H", "H", "H", "H", "H", "H", "H"],
  "coordinates": [[-1.64, -1.78, 0.62], [-0.25, -1.68, 0.35], [0.10, -0.44, 0.14], [-0.41, 0.86, 0.13], [0.85, 1.07, -0.14], [2.03, 1.61, -0.79], [-2.25, -0.90, 0.63], [-1.79, -2.28, 1.59], [-2.03, -2.48, -0.12], [-1.42, 1.17, 0.54], [1.55, 1.84, -1.76], [2.68, 0.69, -0.93], [2.58, 2.32, -0.25]]
}

---

--- x ---
{
  "formula": "C4H7N2",
  "method": "ωB97M-V with the def2-TZVPD basis set",
  "total_charge": 1,
  "smiles": "C1=[NH+][C@@H]2C[C@@H]2N1",
  "homo_energy_ev": -14.814,
  "homo_lumo_gap_ha": 0.4197,
  "multiplicity": 1,
  "elements": ["C", "N", "C", "C", "C", "N", "H", "H", "H", "H", "H", "H", "H"],
  "coordinates": [[-1.49, 0.07, -0.05], [-0.77, -1.01, -0.08], [0.65, -0.82, -0.20], [1.24, 0.05, 0.90], [0.83, 0.74, -0.28], [-0.91, 1.19, -0.37], [-2.56, 0.10, -0.14], [-1.14, -1.92, -0.09], [1.11, -1.41, -0.89], [2.30, 0.00, 1.03], [0.79, -0.01, 1.96], [1.49, 1.09, -1.07], [-1.53, 1.93, -0.74]]
}

---

--- y ---
{
  "formula": "C4H7N2",
  "method": "ωB97M-V with the def2-TZVPD basis set",
  "total_charge": 1,
  "homo_energy_ev": -14.237,
  "homo_lumo_gap_ha": 0.3828,
  "multiplicity": 1,
  "elements": ["C", "C", "C", "C", "N", "N", "H", "H", "H", "H", "H", "H", "H"],
  "coordinates": [[-1.46, -0.32, -0.67], [-0.62, -1.31, -0.32], [0.96, 0.36, 0.83], [-0.27, 0.62, -0.84], [-0.01, 1.36, 0.38], [0.68, -0.44, -0.43], [-2.47, -0.07, -0.87], [-0.72, -2.31, 0.05], [1.98, 0.83, 0.80], [0.75, -0.09, 1.83], [-0.24, 1.42, -1.75], [-0.78, 1.56, 0.92], [1.61, -0.75, -0.70]]
}

---

--- z ---
{
  "formula": "C4H7N2",
  "method": "ωB97M-V with the def2-TZVPD basis set",
  "total_charge": 1,
  "homo_energy_ev": -14.981,
  "homo_lumo_gap_ha": 0.4155,
  "multiplicity": 1,
  "elements": ["C", "C", "C", "C", "N", "N", "H", "H", "H", "H", "H", "H", "H"],
  "coordinates": [[-2.50, -0.17, 0.51], [-1.43, -0.07, 0.03], [0.76, -0.98, -0.07], [0.83, 1.01, -0.32], [1.49, 0.00, 0.65], [-0.26, 0.02, -0.62], [-3.43, 0.17, 1.07], [1.41, -1.24, -0.93], [0.45, -1.93, 0.50], [0.58, 1.86, 0.29], [1.43, 1.29, -1.07], [1.17, 0.24, 1.61], [-0.50, -0.19, -1.65]]
}

---

Relative energies, unit kcal/mol: w 83.9; x 0.0; y 37.5; z 63.0

---

--- w ---
{
  "formula": "C4H7N2",
  "method": "ωB97M-V with the def2-TZVPD basis set",
  "total_charge": 1,
  "homo_energy_ev": -13.670,
  "homo_lumo_gap_ha": 0.3792,
  "multiplicity": 1,
  "elements": ["C", "C", "C", "C", "N", "N", "H", "H", "H", "H", "H", "H", "H"],
  "coordinates": [[-0.64, -0.85, -0.29], [0.14, -0.01, -1.29], [-0.91, 0.59, -0.25], [0.56, -0.47, 0.64], [1.30, -0.11, -0.48], [-0.22, 0.84, 1.03], [-1.23, -1.74, -0.26], [0.24, 0.17, -2.37], [-1.73, 1.35, -0.52], [1.05, -1.15, 1.47], [1.95, -0.89, -0.74], [0.24, 1.77, 1.26], [-0.76, 0.51, 1.81]]
}

---

--- x ---
{
  "formula": "C4H7N2",
  "method": "ωB97M-V with the def2-TZVPD basis set",
  "total_charge": 1,
  "smiles": "C=[N+]1C=NCC1",
  "homo_energy_ev": -15.611,
  "homo_lumo_gap_ha": 0.3866,
  "multiplicity": 1,
  "elements": ["C", "N", "C", "N", "C", "C", "H", "H", "H", "H", "H", "H", "H"],
  "coordinates": [[1.90, 0.63, -0.01], [0.69, 0.28, 0.10], [-0.58, 1.39, -0.02], [-1.60, 0.73, -0.03], [-1.49, -0.64, -0.02], [0.06, -0.95, -0.02], [2.60, -0.11, 0.01], [2.17, 1.61, -0.11], [-0.32, 2.45, 0.00], [-2.25, -1.24, -0.77], [-1.88, -1.15, 0.91], [0.24, -1.62, 0.90], [0.44, -1.38, -0.93]]
}

---

Relative energies, unit kcal/mol: w 31.6; x 0.0

---

--- w ---
{
  "formula": "C4H7N2",
  "method": "ωB97M-V with the def2-TZVPD basis set",
  "total_charge": 1,
  "smiles": "C=NC[N+]1=CC1",
  "homo_energy_ev": -15.335,
  "homo_lumo_gap_ha": 0.3797,
  "multiplicity": 1,
  "elements": ["C", "N", "C", "N", "C", "C", "H", "H", "H", "H", "H", "H", "H"],
  "coordinates": [[2.08, 0.37, -0.03], [0.86, 0.10, -0.11], [0.07, -1.15, -0.05], [-1.22, -0.59, -0.35], [-0.95, 0.73, -0.65], [-1.70, 0.46, 0.55], [2.39, 1.40, -0.16], [2.84, -0.39, 0.15], [0.10, -1.65, 0.92], [0.38, -1.85, -0.83], [-0.85, 1.36, -1.50], [-1.23, 0.62, 1.52], [-2.78, 0.59, 0.55]]
}

---

--- x ---
{
  "formula": "C4H7N2",
  "method": "ωB97M-V with the def2-TZVPD basis set",
  "total_charge": 1,
  "homo_energy_ev": -15.899,
  "homo_lumo_gap_ha": 0.3607,
  "multiplicity": 1,
  "elements": ["C", "C", "C", "C", "N", "N", "H", "H", "H", "H", "H", "H", "H"],
  "coordinates": [[-1.89, -0.78, -0.10], [-1.09, -0.52, 1.09], [-0.24, 0.41, 0.11], [1.10, -0.13, -0.65], [-1.90, -1.20, -1.25], [-1.42, 0.45, -0.75], [-1.66, 0.18, 1.80], [-0.71, -1.30, 1.66], [-0.09, 1.39, 0.50], [0.74, -1.03, -1.09], [1.76, -0.39, 0.17], [1.40, 0.61, -1.42], [-1.95, 1.28, -1.21]]
}

---

--- y ---
{
  "formula": "C4H7N2",
  "method": "ωB97M-V with the def2-TZVPD basis set",
  "total_charge": 1,
  "homo_energy_ev": [-12.691, -12.690],
  "homo_lumo_gap_ha": [0.2500, 0.2500],
  "multiplicity": 1,
  "elements": ["C", "C", "C", "C", "N", "N", "H", "H", "H", "H", "H", "H", "H"],
  "coordinates": [[0.04, -0.01, 0.48], [-1.37, 0.27, 0.86], [0.50, -1.20, 0.88], [0.57, 1.10, -0.30], [1.64, 1.06, -1.08], [-2.20, -0.43, 0.20], [1.61, -1.34, 0.99], [0.02, -1.86, 1.50], [-0.03, 1.96, -0.40], [1.95, 1.80, -1.75], [2.28, 0.27, -1.13], [-1.79, -1.19, -0.52], [-3.24, -0.43, 0.26]]
}

---

--- z ---
{
  "formula": "C4H7N2",
  "method": "ωB97M-V with the def2-TZVPD basis set",
  "total_charge": 1,
  "homo_energy_ev": [-14.233, -14.642],
  "homo_lumo_gap_ha": [0.2692, 0.2996],
  "multiplicity": 1,
  "elements": ["C", "C", "C", "C", "N", "N", "H", "H", "H", "H", "H", "H", "H"],
  "coordinates": [[-0.08, 1.18, -1.23], [0.30, 0.02, -1.71], [-0.68, -0.85, -1.14], [-0.41, 0.45, 0.99], [1.35, -0.51, 1.05], [-0.76, 0.32, -0.28], [0.19, 2.15, -1.31], [-1.55, -1.03, -1.85], [-0.22, -1.78, -0.68], [-0.46, 1.57, 1.29], [-1.02, -0.20, 1.63], [1.30, -1.31, 1.66], [2.05, -0.02, 1.58]]
}

---

Relative energies, unit kcal/mol: w 18.0; x 56.0; y 0.0; z 106.2

---

--- w ---
{
  "formula": "H3N3O3",
  "method": "ωB97M-V with the def2-TZVPD basis set",
  "homo_energy_ev": [-9.304, -7.506],
  "homo_lumo_gap_ha": [0.3425, 0.2114],
  "multiplicity": 1,
  "elements": ["N", "N", "N", "O", "O", "O", "H", "H", "H"],
  "coordinates": [[-1.24, 0.00, -0.50], [-0.14, -0.53, -0.85], [0.91, -0.09, 1.62], [-0.19, 0.25, 2.00], [1.90, -0.32, 2.25], [0.34, 0.16, -1.91], [-1.48, 0.99, -0.78], [-1.06, -0.02, 0.59], [0.96, -0.44, -2.42]]
}

---

--- x ---
{
  "formula": "H3N3O3",
  "method": "ωB97M-V with the def2-TZVPD basis set",
  "smiles": "[H]/N=N/N=O.OO",
  "homo_energy_ev": -8.663,
  "homo_lumo_gap_ha": 0.3218,
  "multiplicity": 1,
  "elements": ["H", "N", "N", "N", "O", "O", "O", "H", "H"],
  "coordinates": [[-0.47, -2.34, 0.29], [-0.91, -1.42, 0.62], [-0.20, -0.86, 1.39], [0.12, 0.09, 1.95], [0.66, 0.65, 2.84], [0.31, 1.67, -1.67], [0.10, 0.31, -1.62], [1.27, 1.57, -1.99], [-0.88, 0.33, -1.82]]
}

---

Relative energies, unit kcal/mol: w 0.0; x 43.8

---

--- w ---
{
  "formula": "C6H10O",
  "method": "ωB97M-V with the def2-TZVPD basis set",
  "total_charge": 1,
  "homo_energy_ev": [-14.822, -14.830],
  "homo_lumo_gap_ha": [0.3571, 0.2474],
  "multiplicity": 2,
  "elements": ["C", "C", "C", "C", "O", "C", "C", "H", "H", "H", "H", "H", "H", "H", "H", "H", "H"],
  "coordinates": [[-2.01, 0.02, -1.17], [-0.84, 0.80, -0.70], [-0.32, 1.89, -1.35], [1.40, -1.47, 1.51], [2.45, -0.54, 1.89], [0.62, -0.91, 0.38], [-0.04, 0.30, 0.38], [-1.75, -0.93, -1.65], [-2.68, 0.65, -1.76], [-2.68, -0.27, -0.36], [-0.61, 2.01, -2.38], [0.50, 2.45, -0.92], [2.00, -2.33, 1.24], [0.82, -1.64, 2.41], [2.08, 0.35, 2.01], [0.68, -1.43, -0.58], [0.37, 1.06, 1.05]]
}

---

--- x ---
{
  "formula": "C6H10O",
  "method": "ωB97M-V with the def2-TZVPD basis set",
  "total_charge": 1,
  "homo_energy_ev": [-13.527, -15.548],
  "homo_lumo_gap_ha": [0.2993, 0.3144],
  "multiplicity": 2,
  "elements": ["C", "C", "C", "C", "C", "O", "C", "H", "H", "H", "H", "H", "H", "H", "H", "H", "H"],
  "coordinates": [[-2.17, 0.67, -0.92], [-0.93, 0.37, -0.03], [0.30, 0.22, -0.65], [1.41, -0.31, 0.04], [2.68, -0.45, -0.33], [3.26, -1.75, -0.20], [-1.07, 0.29, 1.44], [-2.99, -0.20, -0.89], [-2.64, 1.68, -0.75], [-1.96, 0.78, -2.05], [0.38, 0.30, -1.74], [1.27, -0.57, 1.12], [3.27, 0.21, -1.00], [2.74, -2.19, 0.49], [-0.63, -0.56, 1.96], [-2.19, 0.32, 1.60], [-0.74, 1.18, 1.92]]
}

---

Relative energies, unit kcal/mol: w 12.1; x 0.0